[1]
Density functional theory data (ωB97M-V/def2-TZVPD) for a 27-piece molecular cluster, C15H72NO28 overall in a non-equilibrium geometry.

E_tot	-75527.225	eV
gap between HOMO and LUMO	6.4	eV
charge	+1
HOMO level	-0.44938	hartree

Cartesian coordinates (Å):
C1 1.27 3.10 -0.45
C2 1.74 2.01 0.16
C3 2.23 0.66 0.92
C4 3.17 -0.31 0.02
C5 2.52 -0.76 -1.39
N1 1.08 -1.21 -1.27
C6 0.67 -2.11 -0.19
C7 -0.81 -2.58 -0.01
C8 -1.89 -2.05 -1.07
C9 -3.40 -2.57 -0.87
O1 -3.52 -3.73 -0.23
O2 -4.59 -1.90 -1.29
C10 -1.44 -1.06 -2.25
C11 -2.47 -0.51 -3.35
C12 -2.90 1.04 -3.17
C13 -1.85 1.96 -2.35
C14 -2.24 3.52 -2.69
C15 0.13 -0.72 -2.26
H1 0.64 4.05 -0.64
H2 2.85 0.90 1.88
H3 1.27 0.14 1.31
H4 4.13 0.29 -0.20
H5 3.48 -1.24 0.61
H6 2.61 0.09 -2.18
H7 3.16 -1.66 -1.78
H8 1.51 -2.44 0.55
H9 -1.08 -3.26 0.87
H10 -4.92 -1.28 -0.58
H11 -1.96 -0.62 -4.39
H12 -3.45 -1.13 -3.41
H13 -2.94 1.50 -4.25
H14 -3.93 1.22 -2.71
H15 -1.99 1.79 -1.21
H16 -0.75 1.84 -2.68
H17 -3.32 3.59 -3.09
H18 -1.51 3.86 -3.54
H19 -2.02 4.22 -1.80
H20 0.47 -0.02 -3.12
O3 -5.82 -1.61 -4.69
H21 -6.39 -2.40 -4.72
H22 -5.36 -1.69 -3.85
O4 -3.95 -1.88 2.41
H23 -4.09 -2.59 3.05
H24 -4.12 -2.29 1.56
O5 -1.93 -4.69 -2.73
H25 -1.59 -5.45 -2.24
H26 -2.43 -4.19 -2.07
O6 4.95 -1.00 -2.80
H27 4.77 -0.38 -3.52
H28 5.81 -1.39 -3.04
O7 -1.94 -1.21 4.97
H29 -2.32 -1.28 4.08
H30 -2.25 -2.02 5.41
O8 -4.26 3.40 -0.72
H31 -4.82 2.62 -0.75
H32 -3.80 3.33 0.12
O9 -1.04 0.08 7.78
H33 -1.19 -0.63 8.42
H34 -1.22 -0.34 6.93
O10 1.60 2.98 3.60
H35 1.46 2.28 4.24
H36 1.41 2.56 2.75
O11 -7.04 3.75 -2.75
H37 -7.65 3.26 -2.18
H38 -6.19 3.67 -2.30
O12 4.11 4.53 2.89
H39 3.50 4.05 3.47
H40 4.96 4.45 3.33
O13 -4.70 -6.59 -1.60
H41 -4.30 -6.62 -2.48
H42 -4.39 -5.75 -1.23
O14 5.99 0.20 -5.00
H43 6.38 0.16 -5.88
H44 6.30 1.04 -4.64
O15 1.17 -3.97 -3.07
H45 1.18 -3.33 -2.34
H46 0.86 -3.46 -3.83
O16 3.78 -0.85 -6.58
H47 3.21 -1.63 -6.60
H48 4.25 -0.92 -5.74
O17 -0.07 3.04 8.19
H49 -0.63 2.26 8.17
H50 0.40 2.96 9.03
O18 4.99 -3.35 -0.99
H51 4.80 -2.73 -1.71
H52 5.84 -3.74 -1.23
O19 2.58 2.92 6.62
H53 1.80 3.31 7.03
H54 2.96 2.36 7.31
O20 -5.10 -9.41 -2.43
H55 -4.70 -9.44 -3.32
H56 -4.79 -8.57 -2.07
O21 5.99 3.33 0.27
H57 6.34 2.57 0.77
H58 5.51 3.84 0.93
O22 4.54 0.59 3.54
H59 4.89 -0.16 4.03
H60 4.06 1.10 4.20
O23 7.28 5.45 -2.11
H61 6.67 4.98 -1.53
H62 8.14 5.37 -1.67
O24 -8.49 6.40 -2.61
H63 -9.32 6.36 -3.11
H64 -7.92 5.76 -3.05
O25 4.80 4.47 8.17
H65 5.64 4.49 7.69
H66 4.25 3.88 7.64
O26 5.74 -5.86 -1.09
H67 4.96 -5.48 -0.68
H68 6.11 -6.42 -0.39
O27 -8.16 1.24 -3.11
H69 -8.35 1.87 -3.83
H70 -7.31 0.86 -3.35
O28 0.79 -1.09 9.70
H71 1.40 -1.24 10.43
H72 1.35 -0.77 8.98

[2]
Density functional theory data (ωB97M-V/def2-TZVPD) for C15H7AuBrCl2N3S3 as an isolated structure.

energy relative to the best compared isomer or geometry (same formula, charge and spin)	0.0	kcal/mol
E_tot	-151424.070	eV
gap between HOMO and LUMO	6.8	eV
HOMO level	-0.32294	hartree

Cartesian coordinates (Å):
Au1 -1.75 0.40 -0.75
S1 -3.79 -0.62 -0.25
C1 -4.17 0.75 0.73
S2 -2.99 1.99 0.49
C2 -5.22 0.82 1.57
C3 -6.04 -0.33 1.81
N1 -6.70 -1.26 2.01
C4 -5.50 2.04 2.27
N2 -5.74 3.03 2.82
Cl1 -0.68 -1.53 1.27
C5 0.78 -1.78 0.35
C6 1.92 -2.09 1.06
C7 3.11 -2.30 0.39
C8 3.15 -2.20 -0.99
C9 2.00 -1.87 -1.69
Cl2 2.11 -1.73 -3.41
C10 0.76 -1.65 -1.05
S3 -0.65 -1.26 -2.04
H1 1.87 -2.18 2.14
H2 4.01 -2.55 0.94
H3 4.07 -2.35 -1.54
Br1 4.73 1.48 -0.32
C11 2.86 1.52 -0.47
C12 2.08 1.54 0.67
C13 0.71 1.52 0.52
N3 0.12 1.47 -0.68
C14 0.89 1.50 -1.78
C15 2.26 1.52 -1.72
H4 2.52 1.57 1.66
H5 0.05 1.54 1.38
H6 0.38 1.48 -2.73
H7 2.85 1.53 -2.63

[3]
Density functional theory data (ωB97M-V/def2-TZVPD) for a 2-piece molecular cluster, C15H7ClN5O6S overall in a non-equilibrium geometry.

E_tot	-58753.408	eV
gap between HOMO and LUMO	5.9	eV
charge	-1
HOMO level	-0.17317	hartree

Cartesian coordinates (Å):
N1 3.65 -1.53 6.23
C1 3.06 -1.42 5.22
C2 2.29 -1.33 4.02
C3 1.15 -0.54 3.84
C4 0.38 -0.59 2.64
N2 -0.87 0.13 2.63
O1 -1.17 0.82 3.63
O2 -1.66 0.03 1.64
C5 0.72 -1.40 1.53
C6 1.86 -2.17 1.74
N3 2.25 -3.32 1.03
O3 1.88 -3.81 -0.02
O4 3.26 -3.94 1.85
N4 3.54 -3.19 2.99
C7 2.64 -2.17 2.93
H1 0.83 0.09 4.66
H2 0.01 -1.73 0.75
N5 -3.68 4.96 -4.94
C8 -3.11 4.08 -4.43
C9 -2.44 2.97 -3.80
C10 -3.06 2.30 -2.75
C11 -2.42 1.25 -2.11
C12 -1.15 0.86 -2.54
S1 -0.38 -0.58 -1.77
C13 0.42 -0.12 -0.22
Cl1 1.94 0.59 -0.45
O5 -1.47 -1.46 -1.42
O6 0.66 -0.97 -2.69
C14 -0.52 1.51 -3.60
C15 -1.17 2.56 -4.24
H3 -4.04 2.62 -2.41
H4 -2.89 0.74 -1.27
H5 -0.31 0.52 0.32
H6 0.47 1.20 -3.92
H7 -0.68 3.08 -5.06

[4]
Density functional theory data (ωB97M-V/def2-TZVPD) for C15H8Co2O6S as an isolated structure in a non-equilibrium geometry.

energy relative to the best compared isomer or geometry (same formula, charge and spin)	0.0	kcal/mol
E_tot	-114052.829	eV
gap between HOMO and LUMO	5.4	eV
HOMO level	-0.29328	hartree

Cartesian coordinates (Å):
S1 -0.54 -1.21 -2.37
C1 1.07 -1.54 -2.75
C2 1.64 -2.75 -2.25
C3 2.99 -3.01 -2.45
C4 3.79 -2.11 -3.17
C5 3.23 -0.95 -3.71
C6 1.87 -0.68 -3.55
H1 1.00 -3.43 -1.71
H2 3.47 -3.90 -2.03
H3 4.86 -2.31 -3.28
H4 3.87 -0.25 -4.25
H5 1.42 0.20 -4.00
O1 2.23 1.61 2.84
C7 1.08 1.48 2.90
Co1 -0.65 1.33 3.09
C8 -0.67 -0.43 3.36
O2 -0.64 -1.58 3.48
C9 -0.61 2.09 4.69
O3 -0.56 2.63 5.71
C10 -0.84 1.84 1.16
C11 -1.24 1.16 0.03
C12 -0.90 0.96 -1.29
Co2 -2.52 1.16 1.28
C13 -2.77 -0.57 1.24
O4 -3.03 -1.69 1.40
C14 -4.14 1.74 0.66
O5 -5.13 2.18 0.23
C15 -2.84 1.41 3.14
O6 -3.55 1.59 4.06
H6 -0.29 2.81 1.10
H7 -1.73 1.14 -2.00
H8 0.14 1.09 -1.58

[5]
Density functional theory data (ωB97M-V/def2-TZVPD) for C15H8N3O5V as an isolated structure in a non-equilibrium geometry.

E_tot	-56069.774	eV
gap between HOMO and LUMO (alpha / beta)	7.4 / 5.4	eV
multiplicity	4
charge	+1
HOMO level (alpha / beta)	-0.44714 / -0.44170	hartree

Cartesian coordinates (Å):
O1 -2.70 -0.07 -1.28
C1 -1.57 -0.07 -0.99
V1 0.10 -0.40 0.16
O2 -1.97 -2.54 0.99
C2 -1.16 -1.73 0.76
C3 1.31 -1.91 0.44
O3 2.04 -2.79 0.69
C4 -0.93 1.62 0.40
O4 -0.58 2.59 -0.23
C5 0.68 -0.09 -1.63
O5 0.81 0.05 -2.78
H1 -1.54 1.67 1.36
N1 6.22 0.59 9.13
C6 5.65 0.74 8.12
C7 4.81 0.84 6.96
C8 4.23 -0.31 6.42
C9 3.45 -0.18 5.27
C10 3.23 1.06 4.65
C11 3.82 2.22 5.20
C12 4.64 2.09 6.34
N2 2.63 1.09 3.37
C13 2.68 2.20 2.50
C14 2.02 1.80 1.38
N3 1.50 0.52 1.53
C15 1.93 0.08 2.72
H2 4.38 -1.28 6.90
H3 2.96 -1.07 4.89
H4 3.62 3.21 4.77
H5 5.19 2.95 6.74
H6 3.11 3.16 2.79
H7 1.81 2.35 0.49
H8 1.79 -0.90 3.18

[6]
Density functional theory data (ωB97M-V/def2-TZVPD) for a 41-piece molecular cluster, C15H98NO43S overall in a non-equilibrium geometry.

E_tot	-117509.617	eV
gap between HOMO and LUMO	6.9	eV
charge	+1
HOMO level	-0.38386	hartree

Cartesian coordinates (Å):
O1 -1.26 -0.38 -0.16
S1 -0.54 -0.61 -1.39
O2 -0.67 0.40 -2.40
C1 1.21 -0.77 -1.02
C2 1.85 0.51 -1.51
C3 2.59 0.56 -2.67
C4 3.09 1.78 -3.09
O3 3.82 1.90 -4.22
C5 2.85 2.91 -2.33
N1 2.13 2.84 -1.20
C6 1.82 4.07 -0.44
C7 0.56 4.72 -1.04
C8 -0.72 4.15 -0.46
C9 -1.75 3.71 -1.46
C10 -2.60 2.67 -1.14
C11 -3.59 2.26 -2.01
C12 -3.77 2.89 -3.24
C13 -2.92 3.93 -3.59
C14 -1.91 4.33 -2.71
C15 1.63 1.68 -0.78
H1 -0.97 -1.76 -1.96
H2 1.66 -1.61 -1.53
H3 1.33 -0.85 0.06
H4 2.76 -0.33 -3.25
H5 3.22 1.84 -4.98
H6 3.21 3.88 -2.63
H7 1.61 3.78 0.58
H8 2.66 4.74 -0.42
H9 0.63 5.79 -0.97
H10 0.61 4.49 -2.10
H11 -0.50 3.33 0.22
H12 -1.21 4.92 0.13
H13 -2.51 2.16 -0.19
H14 -4.25 1.45 -1.78
H15 -4.56 2.60 -3.91
H16 -3.01 4.45 -4.53
H17 -1.26 5.15 -2.97
H18 1.04 1.68 0.12
O4 -4.16 0.46 0.78
H19 -4.34 -0.48 0.92
H20 -3.24 0.46 0.48
O5 3.28 2.23 -7.07
H21 4.15 2.62 -7.17
H22 2.96 2.12 -7.97
O6 -3.67 -2.15 2.00
H23 -2.81 -2.58 2.05
H24 -3.96 -2.11 2.92
O7 3.48 -2.37 -3.35
H25 3.23 -3.29 -3.22
H26 4.42 -2.42 -3.53
O8 -3.17 -2.00 4.93
H27 -2.28 -1.61 4.88
H28 -3.66 -1.39 5.50
O9 2.06 4.77 2.63
H29 2.89 4.28 2.73
H30 1.72 4.84 3.53
O10 -5.95 -0.01 -2.35
H31 -5.69 -0.05 -1.42
H32 -6.48 -0.81 -2.48
O11 -3.50 -2.24 -3.40
H33 -2.61 -1.87 -3.52
H34 -3.98 -1.55 -2.91
O12 -7.78 -2.21 -1.69
H35 -8.26 -1.48 -1.29
H36 -7.58 -2.80 -0.96
O13 -3.59 -1.61 7.76
H37 -3.68 -2.55 7.56
H38 -3.70 -1.56 8.71
O14 -1.28 -4.09 -2.57
H39 -2.16 -3.69 -2.68
H40 -1.29 -4.90 -3.10
O15 -0.48 7.53 -2.38
H41 -0.88 7.89 -1.58
H42 -0.30 8.29 -2.94
O16 4.19 0.06 0.83
H43 3.36 0.28 0.39
H44 4.05 -0.79 1.26
O17 -0.36 -4.18 0.18
H45 0.52 -3.79 0.13
H46 -0.68 -4.19 -0.74
O18 -6.25 3.62 -0.52
H47 -6.10 2.99 0.19
H48 -5.84 3.22 -1.29
O19 -4.33 -5.23 -2.53
H49 -4.31 -4.31 -2.81
H50 -4.64 -5.22 -1.62
O20 5.99 -3.62 -2.39
H51 6.55 -4.40 -2.48
H52 6.44 -3.07 -1.73
O21 -1.46 -0.57 9.56
H53 -2.13 0.04 9.90
H54 -1.62 -0.60 8.61
O22 -5.32 -0.85 -5.60
H55 -4.49 -1.33 -5.56
H56 -5.57 -0.77 -4.67
O23 0.12 -0.99 2.50
H57 -0.51 -1.07 1.77
H58 0.49 -1.87 2.62
O24 -2.51 -7.52 -3.72
H59 -3.10 -6.85 -3.36
H60 -2.39 -8.15 -3.01
O25 -1.15 7.12 0.68
H61 -1.98 7.17 1.17
H62 -0.47 7.24 1.35
O26 0.97 3.63 -8.47
H63 0.45 4.40 -8.20
H64 1.08 3.13 -7.66
O27 0.29 -2.74 9.61
H65 -0.17 -2.01 10.04
H66 0.59 -3.31 10.33
O28 2.29 -1.67 7.49
H67 1.56 -1.71 8.12
H68 3.06 -1.48 8.04
O29 -2.15 -4.53 2.49
H69 -1.61 -4.44 1.70
H70 -2.55 -5.40 2.41
O30 -0.34 -7.03 1.32
H71 -0.06 -6.13 1.10
H72 0.38 -7.59 1.01
O31 -0.68 -7.74 -1.49
H73 -0.29 -6.95 -1.87
H74 -0.92 -7.47 -0.59
O32 1.97 -6.52 -1.10
H75 1.66 -7.44 -1.12
H76 2.92 -6.56 -1.21
O33 1.44 -5.28 -3.98
H77 0.93 -4.53 -3.65
H78 1.54 -5.83 -3.20
O34 5.00 3.17 1.41
H79 5.68 3.23 0.73
H80 4.65 2.28 1.31
O35 6.98 0.66 0.13
H81 6.10 0.64 0.54
H82 7.58 0.90 0.84
O36 -2.39 5.90 3.03
H83 -1.89 5.09 2.92
H84 -1.92 6.39 3.71
O37 4.88 4.82 4.13
H85 5.73 5.28 4.11
H86 4.68 4.65 3.21
O38 -2.39 -0.66 -6.67
H87 -1.53 -0.31 -6.89
H88 -2.86 -0.72 -7.51
O39 0.93 8.98 1.97
H89 1.85 9.25 2.00
H90 0.46 9.65 2.49
O40 7.83 5.01 3.95
H91 7.69 4.09 4.17
H92 8.79 5.09 3.86
O41 0.36 -9.83 1.22
H93 0.26 -10.74 0.92
H94 0.08 -9.84 2.14
O42 -2.87 -4.55 6.14
H95 -2.71 -3.66 5.79
H96 -2.18 -5.10 5.78
O43 10.52 3.70 3.76
H97 10.57 3.17 4.56
H98 11.18 3.31 3.17

[7]
Density functional theory data (ωB97M-V/def2-TZVPD) for C15H9F27N3O27S9Zn3 as an isolated structure in a non-equilibrium geometry.

energy relative to the best compared isomer or geometry (same formula, charge and spin)	181.3	kcal/mol
E_tot	-391599.704	eV
gap between HOMO and LUMO	7.7	eV
charge	-3
HOMO level	-0.09057	hartree

Cartesian coordinates (Å):
Zn1 1.58 1.77 -1.94
Zn2 2.40 -1.94 1.43
Zn3 -0.95 -2.64 -2.27
C1 0.58 4.48 1.54
F1 0.46 4.52 2.87
F2 -0.61 4.22 0.99
F3 1.05 5.65 1.07
S1 1.80 3.09 1.17
O1 3.20 3.47 1.50
O2 1.44 1.94 1.88
O3 1.78 2.90 -0.30
C2 5.78 -0.23 -1.22
F4 5.68 -1.44 -1.75
F5 6.80 -0.21 -0.31
F6 5.98 0.70 -2.14
S2 4.21 0.18 -0.34
O4 4.55 1.13 0.80
O5 3.28 0.90 -1.22
O6 3.54 -0.97 0.19
C3 4.81 -0.59 5.03
F7 5.81 -0.99 4.16
F8 4.24 -1.54 5.75
F9 5.30 0.41 5.78
S3 3.41 0.17 3.96
O7 4.09 1.42 3.42
O8 3.14 -0.79 2.81
O9 2.31 0.36 4.89
C4 3.03 -4.80 -1.92
F10 2.47 -5.24 -3.06
F11 3.90 -5.56 -1.29
F12 3.64 -3.66 -2.30
S4 1.52 -4.23 -0.79
O10 1.31 -5.31 0.18
O11 2.06 -3.08 -0.09
O12 0.42 -3.78 -1.57
C5 -4.89 -0.05 -2.62
F13 -5.39 -0.99 -1.83
F14 -5.76 0.21 -3.54
F15 -4.53 1.07 -1.96
S5 -3.44 -0.82 -3.63
O13 -2.36 -1.35 -2.70
O14 -3.94 -2.03 -4.34
O15 -2.88 0.24 -4.49
C6 0.21 -3.82 5.08
F16 1.37 -3.69 5.62
F17 -0.34 -4.92 5.62
F18 -0.60 -2.71 5.43
S6 0.34 -3.97 3.19
O16 -0.98 -3.53 2.66
O17 1.33 -3.06 2.66
O18 0.67 -5.34 2.87
C7 2.10 -1.41 -5.30
F19 1.63 -2.67 -5.52
F20 3.20 -1.41 -4.74
F21 2.20 -0.73 -6.41
S7 0.82 -0.60 -4.17
O19 0.31 -1.70 -3.34
O20 1.46 0.42 -3.37
O21 -0.23 -0.07 -5.08
C8 -1.49 0.32 1.23
F22 -1.63 -0.37 2.33
F23 -2.63 0.40 0.51
F24 -1.22 1.58 1.63
S8 -0.14 -0.30 0.08
O22 -0.67 -1.32 -0.81
O23 0.44 0.83 -0.68
O24 0.87 -0.93 0.95
C9 -0.74 5.08 -3.84
F25 0.25 5.21 -4.80
F26 -0.44 5.69 -2.73
F27 -1.95 5.51 -4.27
S9 -1.08 3.20 -3.43
O25 -2.30 3.20 -2.63
O26 -1.21 2.38 -4.61
O27 0.03 2.65 -2.70
C10 -4.55 3.39 -0.15
C11 -5.97 3.49 -0.02
N1 -7.12 3.50 0.16
H1 -4.09 4.17 0.45
H2 -4.26 3.43 -1.20
H3 -4.30 2.46 0.36
C12 -4.03 -3.84 1.14
C13 -3.05 -3.79 0.03
N2 -2.33 -3.69 -0.82
H4 -3.96 -4.87 1.48
H5 -5.07 -3.70 0.84
H6 -3.83 -3.01 1.82
C14 -2.65 3.95 3.55
C15 -3.50 3.02 4.34
N3 -4.14 2.25 4.93
H7 -2.37 3.52 2.59
H8 -1.90 4.46 4.15
H9 -3.27 4.73 3.11